[1]
This record from the Open Molecules 2025 dataset describes a cluster of 2 separate species, C3H10N in total at a distorted geometry. The level of theory is ωB97M-V/def2-TZVPD.

As for the energy above the lowest of the compared OMol25 structures with the same formula, charge and spin: 76.0 kcal per mole. The HOMO-LUMO gap is 10.70 eV. Its net charge is +1. The HOMO energy is -14.61 eV. The spin multiplicity is 1.

Positions of all 14 atoms, in Å:
H: 1.805 -0.265 -0.995
N: -0.912 -1.149 -0.146
C: 1.776 -0.366 0.021
H: -1.698 1.587 0.414
H: 0.080 2.007 -0.090
H: -0.765 -1.115 -1.156
H: -1.959 -0.938 -0.203
H: -0.060 0.158 1.571
H: 1.843 -1.245 0.471
C: -0.712 1.364 -0.091
H: -0.896 1.335 -1.108
H: -0.533 -1.951 0.462
H: 2.246 0.555 0.394
C: -0.213 0.024 0.456

---

[2]
This record from the Open Molecules 2025 dataset describes a cluster of 2 separate species, C3H10N in total at a distorted geometry. The level of theory is ωB97M-V/def2-TZVPD.

As for the energy above the lowest of the compared OMol25 structures with the same formula, charge and spin: 58.5 kcal per mole. The HOMO-LUMO gap is 9.58 eV. Its net charge is +1. The HOMO energy is -15.39 eV. The spin multiplicity is 1.

Positions of all 14 atoms, in Å:
H: 0.932 -1.094 1.328
H: -4.332 0.194 0.320
N: 1.996 -0.429 -0.347
H: -2.564 0.891 0.141
H: 3.013 -0.706 -0.398
C: 1.537 0.783 -0.679
H: -4.078 2.016 0.027
H: 2.208 1.371 -1.301
H: -0.073 -1.341 -0.091
H: -3.598 1.094 1.646
H: 0.378 0.820 -0.600
H: 1.425 -2.413 0.148
C: -3.683 1.050 0.557
C: 0.932 -1.471 0.323

---

[3]
This record from the Open Molecules 2025 dataset describes a cluster of 2 separate species, C3H10N in total at a distorted geometry. The level of theory is ωB97M-V/def2-TZVPD.

As for the energy above the lowest of the compared OMol25 structures with the same formula, charge and spin: 43.7 kcal per mole. The HOMO-LUMO gap is 10.05 eV. Its net charge is +1. The HOMO energy is -16.02 eV. The spin multiplicity is 1.

Positions of all 14 atoms, in Å:
C: -0.305 0.938 2.234
H: 0.049 0.679 0.294
C: 1.719 -0.007 1.256
H: -0.826 -0.199 -3.571
H: -1.216 1.503 2.075
H: -0.602 -0.702 -1.980
H: -1.623 -1.704 -3.111
C: -1.361 -0.706 -2.771
H: 1.649 -0.720 0.435
H: 1.788 -0.608 2.158
N: 0.465 0.770 1.225
H: -0.069 0.342 3.112
H: 2.597 0.606 1.105
H: -2.267 -0.194 -2.461

---

[4]
This record from the Open Molecules 2025 dataset describes a cluster of 2 separate species, C3H10N in total at a distorted geometry. The level of theory is ωB97M-V/def2-TZVPD.

As for the energy above the lowest of the compared OMol25 structures with the same formula, charge and spin: 28.9 kcal per mole. The HOMO-LUMO gap is 9.96 eV. Its net charge is +1. The HOMO energy is -14.03 eV. The spin multiplicity is 1.

Positions of all 14 atoms, in Å:
H: 0.146 2.065 -0.152
H: -0.650 -1.629 -2.455
N: -1.012 -1.224 -1.603
H: -0.450 -0.440 -1.213
H: 2.078 1.163 1.220
C: -0.503 1.332 0.332
H: -1.019 -1.886 -0.818
C: 1.565 0.211 1.137
H: 1.882 -0.405 1.959
H: 1.928 -0.255 0.213
H: -1.539 1.614 0.211
H: -1.925 -0.769 -1.634
C: 0.079 0.382 1.066
H: -0.579 -0.160 1.738

---

[5]
This record from the Open Molecules 2025 dataset describes a cluster of 2 separate species, C3H10N2 in total at a distorted geometry. The level of theory is ωB97M-V/def2-TZVPD.

As for the energy above the lowest of the compared OMol25 structures with the same formula, charge and spin: 28.6 kcal per mole. The HOMO-LUMO gap (alpha / beta) is 2.73 / 8.80 eV. Its net charge is -1. The expectation value of S² is 0.7502. The HOMO energy (alpha / beta) is 1.50 / -4.67 eV. The spin multiplicity is 2.

Positions of all 15 atoms, in Å:
H: -2.097 -2.265 -0.708
H: 0.333 2.073 0.091
H: 0.027 -2.528 0.005
C: 1.208 1.537 -0.272
H: 2.510 0.013 0.502
H: 0.935 0.985 -1.168
C: -2.109 -0.189 -0.059
H: 1.588 0.764 1.708
C: -1.567 -1.391 -0.359
H: 0.322 -0.909 0.214
N: 1.785 0.663 0.739
H: -1.469 0.569 0.347
H: -3.179 -0.101 -0.169
H: 1.876 2.379 -0.510
N: -0.161 -1.603 -0.361

---

[6]
This record from the Open Molecules 2025 dataset describes a cluster of 2 separate species, C3H10N2 in total at a distorted geometry. The level of theory is ωB97M-V/def2-TZVPD.

As for the energy above the lowest of the compared OMol25 structures with the same formula, charge and spin: 60.2 kcal per mole. The HOMO-LUMO gap is 8.60 eV. Its SMILES is C=CN.CN. The HOMO energy is -7.40 eV. The spin multiplicity is 1.

Positions of all 15 atoms, in Å:
H: -0.763 -0.945 1.259
C: -1.584 -0.875 0.538
H: 0.595 -0.810 -1.515
H: -2.546 -0.893 1.049
C: 0.553 0.242 -1.251
H: -1.550 -1.757 -0.101
H: 2.421 -0.874 0.500
C: 1.347 0.727 -0.205
H: 2.140 0.320 1.645
N: -1.462 0.331 -0.278
N: 1.794 -0.145 0.820
H: 0.349 0.921 -2.067
H: 1.696 1.755 -0.193
H: -0.718 1.058 -0.010
H: -2.270 0.945 -0.188

---

[7]
This record from the Open Molecules 2025 dataset describes a cluster of 2 separate species, C3H10N2 in total. The level of theory is ωB97M-V/def2-TZVPD.

As for the energy above the lowest of the compared OMol25 structures with the same formula, charge and spin: 30.3 kcal per mole. The HOMO-LUMO gap is 10.25 eV. Its SMILES is C=C.NCN. The HOMO energy is -9.17 eV. The spin multiplicity is 1.

Positions of all 15 atoms, in Å:
H: -1.553 1.305 1.569
H: 1.755 -1.624 2.000
H: -1.453 -0.039 -0.650
H: -0.294 1.203 -2.205
H: -0.012 0.518 0.163
N: -0.570 1.764 -1.404
C: -0.932 0.860 -0.311
C: 1.600 -2.378 1.242
N: -1.806 1.563 0.623
H: 2.547 -1.324 -0.335
H: -1.423 2.226 -1.706
H: 1.878 -2.993 -0.744
C: 2.023 -2.213 -0.002
H: -1.610 2.557 0.556
H: 1.098 -3.296 1.501

---

[8]
This record from the Open Molecules 2025 dataset describes an isolated molecule of C3H10N2. The level of theory is ωB97M-V/def2-TZVPD.

As for the energy above the lowest of the compared OMol25 structures with the same formula, charge and spin: 97.8 kcal per mole. The HOMO-LUMO gap is 7.29 eV. The HOMO energy is -6.59 eV. The spin multiplicity is 1.

Positions of all 15 atoms, in Å:
N: 0.138 -0.437 0.189
H: -0.646 -0.492 -1.744
N: 0.256 -1.153 1.435
C: -0.724 -1.079 -0.829
H: -0.677 -1.351 1.788
H: 0.712 -2.039 1.243
H: -1.760 -1.099 -0.487
H: 1.108 -0.050 -0.303
C: 0.957 1.658 -0.541
H: -1.164 1.295 0.044
C: -0.123 1.134 0.335
H: -0.376 -2.094 -1.018
H: 0.622 2.095 -1.479
H: 1.676 2.299 -0.036
H: 0.001 1.312 1.403

---

[9]
This record from the Open Molecules 2025 dataset describes a cluster of 2 separate species, C3H10N2 in total at a distorted geometry. The level of theory is ωB97M-V/def2-TZVPD.

As for the energy above the lowest of the compared OMol25 structures with the same formula, charge and spin: 53.4 kcal per mole. The HOMO-LUMO gap is 10.03 eV. Its SMILES is C=N.CCN. The HOMO energy is -9.22 eV. The spin multiplicity is 1.

Positions of all 15 atoms, in Å:
H: -5.747 -1.989 -4.278
N: 3.584 1.182 2.542
H: 1.608 0.707 3.005
H: -4.374 -1.853 -2.947
C: -4.869 -2.407 -3.746
H: 3.893 0.579 3.307
H: -3.808 -3.996 -3.867
H: 2.307 -0.115 1.593
C: 2.225 0.814 2.122
H: 0.629 2.296 1.513
H: 1.395 1.422 0.146
H: 3.631 2.120 2.915
N: -4.230 -3.280 -4.460
C: 1.520 1.853 1.129
H: 2.235 2.668 1.026

---

[10]
This record from the Open Molecules 2025 dataset describes an isolated molecule of C3H10N2 at a distorted geometry. The level of theory is ωB97M-V/def2-TZVPD.

As for the energy above the lowest of the compared OMol25 structures with the same formula, charge and spin: 16.1 kcal per mole. The HOMO-LUMO gap is 10.10 eV. Its SMILES is C[C@H](N)CN. The HOMO energy is -9.03 eV. The spin multiplicity is 1.

Positions of all 15 atoms, in Å:
H: 2.772 -0.773 0.387
C: 0.869 -0.425 -0.335
N: -0.656 1.319 0.794
H: -2.649 -0.101 -0.185
H: 0.965 0.127 -1.284
H: 2.237 0.779 0.608
H: -0.025 1.482 1.572
H: -1.690 -1.418 -0.892
C: -0.577 -0.053 0.359
C: -1.691 -0.363 -0.628
H: -1.567 0.229 -1.534
H: -0.127 1.589 -0.110
N: 1.965 -0.197 0.585
H: 0.824 -1.491 -0.570
H: -0.650 -0.704 1.236

---

Please write out number 7 again, unchanged.
This record from the Open Molecules 2025 dataset describes a cluster of 2 separate species, C3H10N2 in total. The level of theory is ωB97M-V/def2-TZVPD.

As for the energy above the lowest of the compared OMol25 structures with the same formula, charge and spin: 30.3 kcal per mole. The HOMO-LUMO gap is 10.25 eV. Its SMILES is C=C.NCN. The HOMO energy is -9.17 eV. The spin multiplicity is 1.

Positions of all 15 atoms, in Å:
H: -1.553 1.305 1.569
H: 1.755 -1.624 2.000
H: -1.453 -0.039 -0.650
H: -0.294 1.203 -2.205
H: -0.012 0.518 0.163
N: -0.570 1.764 -1.404
C: -0.932 0.860 -0.311
C: 1.600 -2.378 1.242
N: -1.806 1.563 0.623
H: 2.547 -1.324 -0.335
H: -1.423 2.226 -1.706
H: 1.878 -2.993 -0.744
C: 2.023 -2.213 -0.002
H: -1.610 2.557 0.556
H: 1.098 -3.296 1.501